[1]
The following is a quantum chemistry calculation of a molecular structure, C11H58CdF6N2O25S2 at a distorted geometry, from the Open Molecules 2025 dataset.

* HOMO-LUMO gap: 0.084 Ha
* HOMO level: -8.1370 eV
* calculated total energy: -4007.28524 a.u.

Cartesian coordinates (Å):
Cd  3.52401  2.80844  4.62780
C  7.27000  5.79501  0.18118
F  7.19135  4.71728  -0.59809
F  8.26738  6.48225  -0.47968
F  6.15372  6.46336  0.06515
S  7.75129  5.49602  2.01957
O  9.16022  5.75978  2.19408
O  6.92454  6.45334  2.72213
N  7.25094  3.88844  2.45836
S  8.33388  2.97034  1.75147
O  7.71973  1.69180  1.34443
O  9.08944  3.51283  0.63880
C  9.55886  2.68919  3.28031
F  10.13496  1.51870  3.20260
F  10.52091  3.69638  3.33704
F  8.91508  2.64764  4.44960
C  1.21119  0.16882  -2.47205
C  -0.17978  0.50677  -1.89755
C  -1.11789  -0.01079  -2.98247
C  -2.57274  -0.09346  -2.44021
C  -2.54003  -0.97691  -1.19726
C  -1.73957  -0.36364  -0.01270
N  -0.32817  -0.01464  -0.46280
O  0.39259  0.69163  0.53754
C  -1.67435  -1.53075  1.07770
C  -2.67021  0.79677  0.63810
C  -0.34315  2.07266  -2.02128
H  1.43548  -0.89354  -2.37612
H  2.00198  0.68147  -1.92439
H  1.24843  0.53030  -3.49969
H  -0.79733  -0.95130  -3.43055
H  -1.05933  0.57464  -3.90004
H  -3.21590  -0.51337  -3.21360
H  -2.97945  0.89575  -2.23010
H  -2.00930  -1.90859  -1.39321
H  -3.57758  -1.21837  -0.96643
H  -1.20797  -1.19427  2.00364
H  -1.20139  -2.40122  0.62307
H  -2.69020  -1.76373  1.39689
H  -2.69731  1.67075  -0.01268
H  -2.29483  1.08312  1.62054
H  -3.67136  0.43980  0.87972
H  -0.11603  2.48760  -3.00328
H  0.29515  2.56582  -1.28816
H  -1.36338  2.31312  -1.72227
O  -5.43007  -7.13046  6.05155
H  -5.93828  -6.90046  5.27370
H  -5.61228  -8.05973  6.19114
O  1.83692  -0.39516  -9.89289
H  2.58688  -0.13037  -10.42550
H  1.20765  0.31921  -9.99250
O  -4.43857  -7.14595  -0.40905
H  -3.81104  -6.42320  -0.41784
H  -5.21726  -6.79292  -0.83946
O  -5.93409  -1.99888  -9.37100
H  -6.40688  -2.46471  -8.68129
H  -5.07297  -2.41613  -9.39559
O  -5.06703  3.52616  8.01382
H  -4.70775  3.46843  8.89916
H  -5.98328  3.77159  8.14218
O  -7.50144  -5.12135  -5.96537
H  -7.16225  -6.00821  -6.08644
H  -7.61412  -5.03465  -5.01879
O  4.78566  -0.74700  6.16152
H  4.21200  -1.50717  6.06512
H  5.44091  -1.02069  6.80338
O  -1.14643  -1.88003  9.85696
H  -1.15694  -2.74334  9.44366
H  -0.94764  -2.05657  10.77649
O  -2.82504  7.10253  5.59683
H  -3.51970  7.23011  4.95075
H  -3.11410  6.35130  6.11483
O  -4.97769  7.13219  1.20744
H  -5.03789  6.17973  1.28114
H  -4.89208  7.29528  0.26813
O  3.71247  -3.83362  1.39951
H  3.08879  -3.11750  1.51959
H  4.57068  -3.41012  1.41825
O  0.34422  2.01938  7.05233
H  -0.48793  2.16559  6.60246
H  0.12463  1.43766  7.78007
O  -9.19438  4.89938  4.15681
H  -9.64303  5.02466  4.99302
H  -8.66327  4.11341  4.28481
O  0.62685  -7.04945  -6.72311
H  1.51237  -6.74888  -6.92743
H  0.49458  -6.80197  -5.80796
O  -3.46222  6.28411  -6.67163
H  -2.75513  5.69305  -6.41294
H  -3.07299  6.84460  -7.34288
O  2.41591  -6.38298  -2.14544
H  2.80965  -5.84621  -1.45764
H  2.53083  -7.28362  -1.84234
O  -8.70725  -5.61927  -1.56710
H  -8.83071  -5.39697  -0.64430
H  -9.34959  -6.30857  -1.73592
O  2.52635  -4.84745  6.56083
H  2.61731  -5.29725  5.72080
H  1.81974  -5.31377  7.00748
O  4.49147  -4.12365  -7.30968
H  4.02883  -3.28595  -7.28842
H  5.04475  -4.11213  -6.52867
O  7.62165  2.87555  -6.88824
H  7.95273  3.74196  -7.12478
H  6.97383  3.04472  -6.20418


[2]
The following is a quantum chemistry calculation of 18 unconnected molecules or ions with the total composition C11H58NO17 at a distorted geometry, from the Open Molecules 2025 dataset.

* HOMO-LUMO gap: 0.374 Ha
* total charge: +1
* HOMO level: -12.6517 eV
* ΔE to the lowest compared entry with this formula, charge and spin: 0.00 kJ/mol
* calculated total energy: -1787.23442 a.u.

Cartesian coordinates (Å):
C  -4.11365  -1.09984  -1.95405
C  -2.93234  -0.23342  -1.82597
C  -1.78100  -0.56283  -0.89555
C  -0.76996  0.68773  -0.75394
N  0.43303  0.47497  0.16427
C  1.20496  -0.80646  -0.02211
C  1.87211  -1.10423  1.28444
C  1.06685  -0.29682  2.39016
C  0.00012  0.46950  1.58480
C  1.46821  1.67021  -0.00190
C  0.95600  3.12037  0.21392
C  2.06303  4.03011  -0.34714
H  -4.77520  -0.57296  -2.49993
H  -4.64168  -1.26146  -1.21885
H  -4.07478  -2.19718  -2.20750
H  -3.35371  0.76072  -1.83027
H  -2.59442  -0.20231  -2.82692
H  -1.11611  -1.32983  -1.26960
H  -2.32552  -1.01685  0.11708
H  -1.31606  1.42933  -0.48398
H  -0.10226  0.98865  -1.58788
H  1.88345  -0.86194  -0.96251
H  0.52000  -1.60331  -0.28995
H  2.80581  -0.60723  1.27148
H  1.92861  -2.07574  1.64749
H  1.66482  0.45567  3.01922
H  0.60453  -0.85664  3.16923
H  -0.02392  1.40690  2.00891
H  -0.90648  -0.02655  1.56772
H  1.79046  1.69141  -0.96847
H  2.25022  1.34378  0.56911
H  0.93085  3.25267  1.22580
H  0.03988  3.42013  -0.38783
H  2.81363  3.99650  0.33090
H  1.81847  5.15277  -0.57803
H  2.58342  3.56568  -1.19810
O  4.80028  1.45359  0.92613
H  5.16271  0.73246  1.36620
H  5.39948  1.65994  0.22990
O  3.71100  3.65231  3.07379
H  4.49161  3.94656  3.42375
H  4.06846  3.22744  2.32342
O  -4.92535  -0.58583  1.74447
H  -5.24663  -0.87632  2.53867
H  -4.52757  -1.43213  1.43108
O  -5.57759  -5.07937  -2.28873
H  -4.87034  -4.63808  -2.73938
H  -5.63257  -6.07671  -2.27428
O  0.33124  -1.12218  5.90182
H  1.06801  -0.48640  5.68452
H  0.53568  -1.98772  5.64766
O  -2.66808  3.15098  -2.71876
H  -3.49076  2.88136  -3.08925
H  -2.56768  2.91377  -1.75844
O  -1.67768  -4.25257  0.51540
H  -2.54695  -3.70762  0.44242
H  -1.26911  -4.22473  -0.30119
O  -0.31141  -3.74258  -1.93640
H  0.17683  -4.67024  -2.16829
H  -0.60960  -3.44984  -2.90751
O  -6.97460  -2.74571  -0.09019
H  -7.05684  -2.96098  -0.92803
H  -7.31016  -1.87283  -0.25211
O  3.75458  -3.81783  -1.87286
H  3.33710  -3.92586  -1.03360
H  3.28736  -3.03923  -2.41239
O  1.16040  8.13770  -1.32776
H  1.88700  7.45524  -1.27354
H  1.40554  9.15338  -1.18834
O  0.30961  -0.22311  -4.16576
H  -0.23493  -0.99159  -4.01794
H  -0.33989  0.44425  -4.47957
O  -4.55483  -3.26481  0.91973
H  -5.53411  -3.25068  0.57778
H  -4.59094  -3.54045  1.92502
O  3.61105  6.66951  -0.50314
H  3.86836  7.50889  -0.51635
H  4.18972  6.12774  -0.98814
O  4.76937  -3.25806  2.09464
H  4.01394  -3.84648  1.77390
H  5.52150  -3.95354  2.22534
O  2.60397  0.63450  5.50018
H  2.80041  1.37251  5.94562
H  3.28893  0.04778  5.65169
O  2.38638  -2.02931  -3.43921
H  3.02768  -2.01893  -4.17661
H  1.67804  -1.29971  -3.46939


[3]
The following is a quantum chemistry calculation of a molecular structure, C11H5F6MnN3O8S7, from the Open Molecules 2025 dataset.

* HOMO-LUMO gap (alpha / beta): 0.211 / 0.213 Ha
* total charge: -2
* spin multiplicity: 2
* HOMO level (alpha / beta): -1.4571 / -1.5124 eV
* ΔE to the lowest compared entry with this formula, charge and spin: 21.69 kJ/mol
* calculated total energy: -5726.13622 a.u.
* expectation value of S²: 1.001

Cartesian coordinates (Å):
Mn  0.21881  0.37545  0.25064
F  -1.54526  0.00311  4.79674
C  -2.17193  1.06311  4.29372
F  -1.55898  2.16167  4.75349
F  -3.42415  1.06653  4.77299
S  -2.15853  1.07389  2.44406
O  -0.73952  0.94354  2.14844
O  -2.83963  2.27381  2.08547
N  -3.00398  -0.23987  2.19569
S  -2.61157  -1.28336  1.08719
O  -1.64842  -0.77031  0.13879
O  -3.75490  -1.94388  0.53963
C  -1.81670  -2.60537  2.11404
F  -2.76464  -3.17658  2.87166
F  -0.89677  -2.13121  2.93604
F  -1.29719  -3.56052  1.33882
S  2.43926  6.64683  -2.68897
C  1.90960  5.22384  -1.97517
S  0.33968  4.57673  -2.17684
C  0.48485  3.17296  -1.14662
C  1.68226  3.03492  -0.52422
S  2.14429  1.75663  0.55887
S  2.84560  4.29214  -0.88668
S  -0.86146  2.07371  -1.03105
C  1.32934  1.11010  -3.51699
C  1.62033  -0.12678  -2.75438
N  1.25141  -0.41869  -1.52038
C  1.81454  -1.62385  -1.22083
C  2.52699  -2.09399  -2.28725
N  2.38774  -1.12486  -3.25259
C  3.31987  -3.30664  -2.55416
O  3.42922  -4.16093  -1.56133
O  3.84822  -3.46495  -3.63903
C  1.64038  -2.15884  0.15276
O  2.13062  -3.27877  0.42557
O  0.99349  -1.40757  0.91735
H  0.33080  1.45913  -3.26104
H  1.39743  0.92662  -4.58916
H  2.03734  1.89418  -3.24499
H  2.81793  -1.17968  -4.16211
H  2.90895  -3.83071  -0.73355